[1]
Molecular formula: C38H60CrN9PS3
Method: DFT, ωB97M-V with the def2-TZVPD basis set

```
! wB97M-V def2-TZVPD RIJCOSX def2/J DEFGRID3
* xyz 1 2
Cr -0.0792 0.1589 -0.3904
C -0.1300 2.1554 3.6174
C -0.1950 2.8536 2.3073
N -0.2490 2.3207 1.1211
C -0.4831 3.2589 0.1547
C -0.5492 4.5452 0.6293
S -0.3633 4.5875 2.3243
C -0.8211 2.9025 -1.2110
C -1.1839 3.8453 -2.1348
S -1.7176 3.1096 -3.5784
C -1.3941 1.5550 -2.8787
N -0.9296 1.6030 -1.6558
C -1.6969 0.3586 -3.6982
H -0.5748 1.1660 3.5557
H -0.6818 2.7388 4.3508
H 0.8923 2.0504 3.9827
H -0.6918 5.4602 0.0953
H -1.1668 4.9124 -2.0469
H -2.3230 0.6451 -4.5398
H -2.2098 -0.4003 -3.1130
H -0.7852 -0.0901 -4.0857
C 1.9622 -1.9903 0.6972
N 1.1207 -0.9239 1.2452
C 2.0291 0.1611 1.6398
C 0.4661 -1.3910 2.4867
C -0.3035 -2.7165 2.4474
N -1.5747 -2.6475 1.7450
C -2.6228 -2.0928 2.5799
C -1.9688 -3.9586 1.2596
H 2.7103 -2.3226 1.4289
H 2.4563 -1.5937 -0.1893
H 1.3467 -2.8347 0.4090
H 2.7724 -0.1871 2.3674
H 1.4706 0.9757 2.0829
H 2.5397 0.5346 0.7517
H -0.2133 -0.6053 2.8159
H 1.2447 -1.5127 3.2574
H -0.4443 -3.0209 3.5030
H 0.3093 -3.4833 1.9714
H -2.8707 -2.7350 3.4383
H -3.5176 -1.9561 1.9758
H -2.3195 -1.1239 2.9673
H -2.0562 -4.6960 2.0690
H -1.2314 -4.3147 0.5429
H -2.9282 -3.8824 0.7521
S -2.5507 -3.2196 -1.9813
C -0.9162 -3.6997 -2.1999
C -0.0301 -2.7830 -1.7221
C -0.6283 -1.6327 -1.1504
C -2.0015 -1.7609 -1.1890
C -2.8462 -0.8048 -0.5519
C -4.2374 -0.7615 -0.7029
C -4.9652 0.2181 -0.0630
C -4.2763 1.1037 0.7603
C -2.9052 0.9826 0.8722
N -2.1683 0.0892 0.2118
H -0.7153 -4.6441 -2.6707
H 1.0326 -2.9287 -1.7990
H -4.7268 -1.4895 -1.3319
H -6.0312 0.3062 -0.2093
H -4.7925 1.8750 1.3079
H -2.3737 1.6502 1.5325
N 1.6014 0.3999 -1.2889
P 2.9151 0.3815 -2.1266
N 2.9323 -0.8119 -3.3294
C 1.6359 -1.0963 -3.9201
C 1.6490 -2.4724 -4.5724
C 2.5647 -2.4486 -5.8011
C 3.6785 -1.4114 -5.6112
C 4.0550 -1.2844 -4.1342
N 3.2216 1.9032 -2.7954
C 2.2189 2.9332 -2.8362
C 1.7068 3.1427 -4.2607
C 2.8799 3.5015 -5.1717
C 3.9590 2.4249 -5.0838
C 4.3640 2.2103 -3.6262
N 4.4116 0.1008 -1.3776
C 5.0861 1.1649 -0.6520
C 6.5946 0.9508 -0.7408
C 6.9849 -0.3050 0.0520
C 5.7980 -1.2729 0.1120
C 5.0361 -1.2043 -1.2086
H 1.3740 -0.3514 -4.6887
H 0.9016 -1.0409 -3.1142
H 0.6345 -2.7584 -4.8507
H 2.0144 -3.2050 -3.8527
H 1.9906 -2.1930 -6.6923
H 2.9930 -3.4384 -5.9607
H 3.3476 -0.4434 -5.9915
H 4.5655 -1.6990 -6.1775
H 4.9022 -0.6073 -4.0223
H 4.3713 -2.2770 -3.7833
H 2.6601 3.8736 -2.4752
H 1.4207 2.6289 -2.1578
H 0.9630 3.9408 -4.2809
H 1.2360 2.2178 -4.6053
H 3.2999 4.4617 -4.8605
H 2.5406 3.6027 -6.2037
H 4.8381 2.7097 -5.6653
H 3.5730 1.4891 -5.4884
H 4.8310 3.1336 -3.2518
H 5.0895 1.4011 -3.5386
H 4.7942 1.1838 0.4071
H 4.7987 2.1219 -1.0861
H 7.1225 1.8246 -0.3596
H 6.8639 0.8373 -1.7921
H 7.2918 -0.0349 1.0628
H 7.8380 -0.7874 -0.4252
H 5.1377 -1.0027 0.9364
H 6.1435 -2.2916 0.2868
H 4.2779 -1.9865 -1.2673
H 5.7612 -1.3876 -2.0127
*
```

Its lowest unoccupied orbital energy (spin up / spin down) is -2.423 / -2.401 eV. The orbital gap (spin up / spin down) is 7.48 / 7.40 eV.

These are the Mulliken partial charges, in e, on atoms 1 to 2: atom 1 (Cr): 0.597, atom 2 (C): -1.168

[2]
Molecular formula: C38H60F36N9O25S12
Method: DFT, ωB97M-V with the def2-TZVPD basis set

```
! wB97M-V def2-TZVPD RIJCOSX def2/J DEFGRID3
* xyz -3 1
C 3.2021 2.5858 2.0326
C 2.0718 3.5029 2.4889
C 1.1737 2.7422 3.3696
N 0.0438 3.4729 4.0859
C -0.9327 4.0174 3.1030
C -2.1724 4.6916 3.7283
C -2.8814 3.6641 4.6441
C -1.9575 2.9814 5.6362
C -0.7257 2.4551 4.8984
C 0.6320 4.4806 5.0347
H 3.6639 2.9805 1.1346
H 2.7761 1.5713 1.8955
H 3.9182 2.4254 2.8584
H 1.4960 3.7241 1.5630
H 2.4330 4.5341 2.7452
H 1.8155 2.3167 4.1424
H 0.6899 1.9104 2.7683
H -1.1652 3.1690 2.4529
H -0.3844 4.7700 2.5083
H -2.7898 4.9987 2.9105
H -1.9041 5.6305 4.2550
H -3.3595 2.8838 3.9982
H -3.7419 4.1195 5.1439
H -2.4648 2.0841 6.0880
H -1.6599 3.5874 6.4909
H -1.0742 1.6571 4.2655
H 0.0015 2.0045 5.6037
H 0.9230 5.3122 4.3464
H 1.3923 3.9515 5.5650
H -0.0862 4.9529 5.6696
C -5.6883 -1.0907 4.9727
C -4.4782 -2.0487 4.7400
C -4.5136 -2.3300 3.2306
N -3.3130 -2.9517 2.6331
C -2.8797 -4.1024 3.5260
C -1.8457 -5.1257 2.9831
C -2.4074 -5.6698 1.6812
C -2.5021 -4.4507 0.7312
C -3.5664 -3.5165 1.2307
C -2.1983 -1.9216 2.5006
H -6.6997 -1.3492 4.6464
H -5.5505 -0.1106 4.5177
H -5.8390 -0.8342 6.0222
H -4.5581 -2.9309 5.3528
H -3.5994 -1.4947 5.1072
H -4.6011 -1.3422 2.7511
H -5.4001 -2.9544 3.0570
H -3.8355 -4.6193 3.6663
H -2.4202 -3.6656 4.4086
H -1.6734 -5.8416 3.7999
H -0.9182 -4.6691 2.7745
H -3.4140 -6.0282 1.9028
H -1.7231 -6.3829 1.1751
H -2.8008 -4.7943 -0.2862
H -1.5996 -3.9632 0.4327
H -4.5619 -3.9708 1.2428
H -3.7293 -2.6720 0.5489
H -2.4509 -1.1556 1.7395
H -1.2143 -2.3662 2.4050
H -2.1323 -1.3208 3.4064
C 2.6831 -2.1867 -4.2893
C 2.7427 -3.7242 -4.2287
N 3.3504 -4.4025 -2.9876
C 4.8095 -4.7230 -3.0844
C 3.2836 -3.4263 -1.8139
C 1.9137 -2.9912 -1.3465
C 2.5761 -5.6594 -2.7316
C 2.8501 -6.3437 -1.4056
O 3.9833 -7.1854 -1.3089
C 4.1259 -7.5497 0.0229
H 2.2213 -1.9366 -5.2336
H 3.6856 -1.7204 -4.2508
H 2.1559 -1.6947 -3.4839
H 3.4029 -4.0267 -4.9921
H 1.7659 -4.1457 -4.3248
H 4.9244 -5.3728 -3.9496
H 4.9557 -5.3490 -2.1913
H 5.4498 -3.8905 -3.1444
H 3.9537 -2.6517 -2.1505
H 3.7605 -3.9762 -1.0309
H 1.1845 -2.8772 -2.1531
H 2.0608 -2.0545 -0.8671
H 1.4392 -3.6136 -0.6059
H 2.7496 -6.2988 -3.6035
H 1.5419 -5.2988 -2.7899
H 1.9828 -7.0072 -1.4373
H 2.8067 -5.6957 -0.5206
H 4.2020 -6.6554 0.6862
H 5.0611 -8.1562 0.1197
H 3.2558 -8.1573 0.4041
C -5.3100 4.3079 -3.9269
F -5.9348 3.2885 -4.4605
F -6.1077 4.7008 -2.8455
F -4.0805 4.0757 -3.4908
S -5.4551 5.7056 -5.0999
O -6.7145 5.2342 -5.6757
O -5.3280 6.9237 -4.3798
N -4.1813 5.5546 -5.9700
S -3.6752 6.1741 -7.2802
O -2.6572 5.3600 -7.8158
O -4.6412 6.5178 -8.2320
C -2.9297 7.8166 -6.7732
F -3.9555 8.7143 -6.5742
F -2.1395 7.9092 -5.6620
F -2.3455 8.1650 -7.9340
C 3.4440 0.7620 8.6851
F 2.5451 0.4231 9.6990
F 3.9920 1.8659 9.1485
F 4.2997 -0.1790 8.5242
S 2.6782 1.0881 6.9496
O 2.5303 2.5246 6.8503
O 3.5178 0.4354 6.0269
N 1.1653 0.5406 7.1174
S 0.9481 -1.0655 6.8016
O 0.5120 -1.2832 5.4350
O 1.8185 -1.9915 7.4803
C -0.6279 -1.1847 7.7515
F -0.5816 -0.8628 9.0515
F -1.5756 -0.4801 7.2184
F -0.8861 -2.5312 7.7406
C -3.9313 -3.9144 -7.0728
F -4.3623 -4.7027 -8.0643
F -3.7434 -2.6312 -7.5980
F -4.8757 -3.9357 -6.0538
S -2.2375 -4.5770 -6.5461
O -2.4760 -5.9810 -6.8421
O -1.2690 -3.8197 -7.3169
N -2.2017 -4.4109 -4.9282
S -1.5962 -3.0042 -4.3739
O -0.1573 -2.9193 -4.3461
O -2.3859 -1.8552 -4.6554
C -2.1994 -3.3403 -2.6655
F -1.3521 -4.3394 -2.0943
F -2.1464 -2.2859 -1.9294
F -3.4397 -3.8718 -2.6678
C 4.3630 0.3448 -1.9483
F 3.8836 0.7337 -3.1071
F 4.3135 1.4179 -1.1463
F 3.6156 -0.6439 -1.4630
S 6.1985 -0.2579 -1.9364
O 6.9072 0.9083 -2.3806
O 6.4563 -0.7187 -0.5782
N 6.0233 -1.3631 -3.0892
S 7.3220 -1.7993 -3.9032
O 8.5153 -1.1008 -3.5592
O 7.3482 -3.2210 -4.0513
C 6.8123 -1.3997 -5.6457
F 5.5563 -1.8049 -5.9681
F 6.8743 -0.0941 -5.8561
F 7.7055 -2.0609 -6.4158
C -4.7824 0.8897 -0.1545
F -4.6241 -0.4134 -0.6368
F -4.7512 1.6533 -1.2284
F -5.9351 1.0279 0.4531
S -3.4755 1.2482 1.1189
O -3.3804 2.6102 1.3902
O -3.9987 0.5768 2.2910
N -2.2934 0.5944 0.3666
S -0.9043 1.1402 -0.1485
O -0.6065 0.8476 -1.4838
O -0.4884 2.3750 0.4459
C 0.0162 -0.1930 0.6900
F 1.2794 -0.1315 0.4411
F -0.1725 -0.1410 2.0000
F -0.4699 -1.4151 0.3079
C 1.4630 5.7620 -0.6359
F 0.3715 5.3760 0.1741
F 2.0899 6.6837 0.0580
F 2.2653 4.6860 -0.6679
S 0.7632 6.3504 -2.2737
O -0.5327 5.7403 -2.2706
O 0.8022 7.7594 -2.0056
N 1.7634 5.6564 -3.3341
S 2.2099 6.6060 -4.5294
O 2.9987 5.9133 -5.5038
O 1.3607 7.6489 -5.0417
C 3.5892 7.4031 -3.5948
F 3.8576 6.9432 -2.2858
F 4.7580 7.4384 -4.3669
F 3.2844 8.7692 -3.3645
*
```

Its lowest unoccupied orbital energy is 3.268 eV. The orbital gap is 6.77 eV.

These are the Mulliken partial charges, in e, on atoms 1 to 2: atom 1 (C): -1.568, atom 2 (C): 0.708